Below is a molecular structure, C19H40FeNO7 at a distorted geometry, with properties calculated with ωB97M-V with the def2-TZVPD basis set.

Summary:
* expectation value of S²: 8.7638
* relative energy (zero: lowest compared OMol25 entry of this formula, charge and spin): 51.3 kJ/mol

The geometry in ORCA input format:
```
! wB97M-V def2-TZVPD RIJCOSX def2/J DEFGRID3
* xyz 0 6
Fe -0.313 0.035 -0.445
C -3.600 -2.207 -1.026
C -3.423 -0.852 -0.322
O -2.213 -0.268 -0.580
H -4.281 -2.918 -0.553
H -2.669 -2.789 -1.014
H -3.793 -2.110 -2.097
H -3.512 -1.049 0.759
H -4.283 -0.208 -0.552
C 2.634 -2.267 -2.321
C 1.113 -2.178 -2.426
O 0.576 -1.133 -1.723
H 3.088 -1.300 -2.548
H 3.102 -3.062 -2.904
H 2.950 -2.481 -1.293
H 0.605 -3.087 -2.068
H 0.913 -2.160 -3.511
C 0.190 0.772 3.677
C 0.827 -0.039 2.571
O 0.439 0.330 1.311
H 0.495 1.825 3.606
H 0.627 0.498 4.641
H -0.898 0.753 3.646
H 0.637 -1.100 2.822
H 1.923 -0.086 2.692
C 0.501 -6.715 2.113
C -0.175 -5.938 0.982
C -1.641 -5.564 1.178
O -1.605 -4.153 1.258
C -0.394 -3.678 0.913
O -0.092 -2.544 0.796
O 0.489 -4.693 0.789
H 0.224 -6.193 3.034
H 1.588 -6.640 2.061
H 0.268 -7.777 2.107
H -0.012 -6.495 0.054
H -2.070 -5.935 2.111
H -2.248 -5.985 0.374
C -1.996 2.732 0.461
C -0.798 3.439 -0.201
C -0.094 4.249 0.915
C 1.359 4.636 0.615
C 2.148 3.432 0.185
C 1.495 2.709 -1.031
N 0.097 2.406 -0.747
O -0.518 1.687 -1.817
C 1.795 3.591 -2.237
C 2.362 1.435 -1.214
C -1.316 4.434 -1.260
H -1.581 2.038 1.193
H -2.645 2.219 -0.247
H -2.641 3.430 0.998
H -0.709 5.147 1.010
H -0.128 3.766 1.892
H 1.707 5.014 1.578
H 1.482 5.404 -0.151
H 2.341 2.802 1.059
H 3.143 3.719 -0.156
H 2.856 3.774 -2.388
H 1.449 3.133 -3.172
H 1.304 4.562 -2.165
H 3.399 1.747 -1.374
H 2.382 0.714 -0.399
H 2.152 0.948 -2.169
H -0.596 5.168 -1.617
H -2.220 4.945 -0.932
H -1.654 3.862 -2.132
H -0.543 2.245 -2.610
*
```

Need the natural (NBO) charges? In units of e they are:
1 Fe 1.909
2 C -0.633
3 C -0.033
4 O -0.888
5 H 0.201
6 H 0.205
7 H 0.198
8 H 0.144
9 H 0.150
10 C -0.630
11 C -0.025
12 O -0.892
13 H 0.199
14 H 0.202
15 H 0.203
16 H 0.146
17 H 0.141
18 C -0.623
19 C -0.034
20 O -0.916
21 H 0.186
22 H 0.204
23 H 0.206
24 H 0.147
25 H 0.142
26 C -0.630
27 C 0.064
28 C -0.093
29 O -0.485
30 C 0.989
31 O -0.582
32 O -0.487
33 H 0.211
34 H 0.232
35 H 0.221
36 H 0.183
37 H 0.193
38 H 0.192
39 C -0.623
40 C 0.115
41 C -0.400
42 C -0.400
43 C -0.399
44 C 0.103
45 N -0.201
46 O -0.609
47 C -0.646
48 C -0.630
49 C -0.638
50 H 0.235
51 H 0.235
52 H 0.210
53 H 0.214
54 H 0.221
55 H 0.218
56 H 0.194
57 H 0.227
58 H 0.210
59 H 0.231
60 H 0.204
61 H 0.209
62 H 0.213
63 H 0.244
64 H 0.226
65 H 0.209
66 H 0.229
67 H 0.197
68 H 0.488

---

Below is a molecular structure, C19H40HoN4O2SSi4, with properties calculated with ωB97M-V with the def2-TZVPD basis set.

Summary:
* expectation value of S²: 6.0043

The geometry in ORCA input format:
```
! wB97M-V def2-TZVPD RIJCOSX def2/J DEFGRID3
* xyz 1 5
Ho -0.258 -0.270 0.390
O -0.971 1.557 1.374
N -0.634 1.788 2.597
N 0.314 1.046 2.976
O 0.850 0.180 2.134
C 0.866 1.152 4.303
C 0.158 1.842 5.277
C 0.720 1.940 6.539
C 1.952 1.358 6.809
C 2.631 0.668 5.818
C 2.091 0.556 4.545
H -0.800 2.285 5.053
H 0.186 2.474 7.313
H 2.379 1.442 7.799
H 3.589 0.215 6.030
H 2.606 0.022 3.761
C 3.859 0.389 -1.911
Si 2.614 -0.544 -2.971
C 3.558 -1.645 -4.165
C 1.623 0.711 -3.962
Si 1.162 -1.769 -1.593
Si -0.335 -2.992 -2.913
C -1.517 -3.986 -1.831
C 0.527 -4.206 -4.058
C -1.389 -1.833 -3.956
Si 2.343 -3.188 -0.147
C 3.271 -4.547 -1.054
C 3.568 -2.206 0.890
C 1.149 -4.010 1.072
H 4.377 1.134 -2.519
H 4.613 -0.283 -1.497
H 3.391 0.912 -1.074
H 4.232 -1.046 -4.783
H 2.884 -2.181 -4.834
H 4.159 -2.386 -3.635
H 2.300 1.364 -4.518
H 1.005 1.345 -3.323
H 0.963 0.227 -4.684
H -0.991 -4.781 -1.298
H -2.292 -4.445 -2.451
H -2.009 -3.351 -1.088
H 1.101 -4.947 -3.500
H 1.220 -3.695 -4.727
H -0.200 -4.739 -4.676
H -1.856 -1.043 -3.362
H -2.187 -2.387 -4.458
H -0.796 -1.342 -4.729
H 4.013 -4.124 -1.734
H 2.597 -5.165 -1.649
H 3.793 -5.199 -0.349
H 4.400 -1.836 0.289
H 3.982 -2.847 1.674
H 3.110 -1.341 1.377
H 0.438 -4.666 0.565
H 0.571 -3.273 1.644
H 1.712 -4.609 1.793
S -2.077 -1.509 2.034
C -2.812 -3.019 1.585
N -3.960 -3.032 0.923
C -4.718 -4.253 0.630
C -3.763 -5.433 0.567
C -2.905 -5.462 1.818
N -2.270 -4.154 1.992
H -4.351 -2.131 0.700
H -5.233 -4.108 -0.317
H -5.470 -4.399 1.409
H -3.123 -5.333 -0.308
H -4.324 -6.361 0.472
H -2.117 -6.209 1.743
H -3.504 -5.687 2.704
H -1.398 -4.078 2.492
*
```

Need the Mulliken charges? In units of e they are:
1 Ho 0.839
2 O -0.431
3 N -0.418
4 N 1.059
5 O -0.497
6 C 0.369
7 C -0.437
8 C -0.528
9 C -0.482
10 C -0.577
11 C -0.334
12 H 0.478
13 H 0.385
14 H 0.395
15 H 0.392
16 H 0.467
17 C -1.010
18 Si 0.361
19 C -1.027
20 C -1.028
21 Si -0.246
22 Si 0.331
23 C -0.866
24 C -1.000
25 C -1.119
26 Si 0.225
27 C -1.073
28 C -0.692
29 C -0.603
30 H 0.381
31 H 0.279
32 H 0.260
33 H 0.401
34 H 0.275
35 H 0.241
36 H 0.392
37 H 0.256
38 H 0.279
39 H 0.308
40 H 0.551
41 H -0.048
42 H 0.249
43 H 0.255
44 H 0.393
45 H 0.259
46 H 0.391
47 H 0.294
48 H 0.248
49 H 0.263
50 H 0.400
51 H 0.291
52 H 0.390
53 H -0.071
54 H 0.171
55 H -0.086
56 H 0.501
57 S -0.327
58 C 0.097
59 N -0.069
60 C -0.647
61 C -0.160
62 C -0.667
63 N 0.032
64 H 0.236
65 H 0.410
66 H 0.328
67 H -0.104
68 H 0.410
69 H 0.411
70 H 0.314
71 H 0.280

---

Below is a molecular structure, C19H40MgN3O9 at a distorted geometry, with properties calculated with ωB97M-V with the def2-TZVPD basis set.

The geometry in ORCA input format:
```
! wB97M-V def2-TZVPD RIJCOSX def2/J DEFGRID3
* xyz 1 1
Mg -1.396 28.273 0.569
C -1.398 24.945 2.675
C -1.365 26.161 1.816
O -2.374 26.917 1.671
O -0.310 26.583 1.224
H -1.747 24.050 2.159
H -2.101 25.105 3.492
H -0.417 24.707 3.083
C -0.014 29.855 2.908
O -0.566 29.231 1.978
N 1.264 29.631 3.152
C 1.893 30.270 4.329
C 2.138 28.777 2.358
H -0.424 30.624 3.559
H 1.149 30.770 4.947
H 2.683 30.925 3.978
H 2.218 29.443 4.961
H 2.920 28.373 2.994
H 1.577 27.939 1.943
H 2.578 29.307 1.513
C 2.222 24.087 2.031
O 3.060 24.591 1.299
N 2.503 23.657 3.275
C 1.527 22.867 4.022
C 3.795 23.874 3.874
H 1.177 23.913 1.739
H 1.228 23.336 4.957
H 1.924 21.867 4.197
H 0.639 22.696 3.412
H 4.559 23.779 3.103
H 3.918 24.888 4.266
H 4.097 23.213 4.684
C 2.115 25.864 -3.757
O 1.383 26.753 -4.135
N 1.904 25.132 -2.622
C 2.812 24.049 -2.291
C 0.995 25.607 -1.619
H 3.039 25.541 -4.261
H 2.199 23.218 -1.936
H 3.534 24.279 -1.506
H 3.382 23.692 -3.145
H 0.383 24.808 -1.188
H 1.566 26.111 -0.837
H 0.204 26.232 -2.034
O -1.884 26.093 7.780
C -0.801 26.491 8.115
O 0.100 26.978 7.279
C -0.152 26.809 5.886
C 1.156 26.635 5.134
C -0.295 26.415 9.540
H -0.797 27.608 5.518
H -0.715 25.892 5.710
H 1.013 26.752 4.060
H 1.489 25.625 5.387
H 1.999 27.258 5.441
H 0.345 27.214 9.912
H 0.248 25.467 9.544
H -1.088 26.378 10.284
O -5.868 24.590 4.291
C -5.788 23.432 3.972
O -6.754 22.679 3.454
C -8.115 23.107 3.604
C -8.562 22.894 5.055
C -4.445 22.714 3.980
H -8.729 22.493 2.953
H -8.151 24.156 3.311
H -8.375 21.896 5.438
H -9.650 23.024 5.114
H -8.221 23.721 5.678
H -3.792 23.240 4.674
H -4.022 22.818 2.977
H -4.371 21.654 4.220
*
```

Need the Mulliken charges? In units of e they are:
1 Mg 0.983
2 C -0.476
3 C 1.167
4 O -1.019
5 O -0.688
6 H 0.422
7 H 0.448
8 H -0.473
9 C 0.204
10 O -0.310
11 N 0.187
12 C -0.863
13 C -0.685
14 H 0.383
15 H 0.336
16 H 0.335
17 H 0.288
18 H 0.374
19 H 0.022
20 H 0.345
21 C 0.199
22 O -0.639
23 N 0.189
24 C -1.013
25 C -0.998
26 H 0.309
27 H 0.310
28 H 0.403
29 H 0.334
30 H 0.347
31 H 0.263
32 H 0.379
33 C 0.107
34 O -0.578
35 N 0.117
36 C -0.814
37 C -0.916
38 H 0.287
39 H 0.260
40 H 0.279
41 H 0.361
42 H 0.281
43 H 0.387
44 H 0.217
45 O -0.536
46 C 0.683
47 O -0.328
48 C -0.283
49 C -0.389
50 C -1.028
51 H 0.314
52 H 0.266
53 H -0.121
54 H 0.114
55 H 0.328
56 H 0.330
57 H 0.257
58 H 0.327
59 O -0.575
60 C 0.725
61 O -0.349
62 C -0.182
63 C -1.132
64 C -0.916
65 H 0.309
66 H 0.283
67 H 0.305
68 H 0.379
69 H 0.327
70 H 0.269
71 H 0.178
72 H 0.395

---

The following energy values (in Ha) correspond, in order, to the records above: -2592.99237, -3621.57424, -1789.35526.
The following molecular weight values (in Da) correspond, in order, to the records above: 450.374, 665.896, 478.846.